The following is a DFT calculation (ωB97M-V/def2-TZVPD) of a molecular structure, C13H37N3O8PS3V at a distorted geometry.

Each line ends with the Löwdin charge.
Positions of all 66 atoms, in Å:
1 O -1.86 -2.30 3.90  -0.164
2 V -1.69 -1.07 4.90  1.351
3 O 1.49 0.53 2.55  0.127
4 C 0.52 -0.22 3.09  -0.720
5 O 0.24 -0.17 4.35  -0.081
6 O -0.31 -0.80 2.36  -0.017
7 H 1.32 0.16 1.66  0.148
8 O -3.06 -1.98 -1.72  -0.285
9 P -2.14 -1.69 -2.85  0.565
10 N -0.55 -1.73 -2.37  -0.296
11 C -0.17 -2.22 -1.05  -0.104
12 C 0.62 -1.53 -3.23  -0.123
13 N -2.48 -0.21 -3.65  -0.280
14 C -1.71 0.52 -4.64  -0.122
15 C -3.62 0.53 -3.06  -0.109
16 N -2.27 -2.83 -4.09  -0.293
17 C -1.42 -2.97 -5.26  -0.111
18 C -3.52 -3.61 -4.05  -0.106
19 H 0.91 -2.24 -0.93  0.080
20 H -0.37 -3.30 -0.96  0.090
21 H -0.62 -1.60 -0.27  0.053
22 H 0.35 -1.32 -4.27  0.042
23 H 1.23 -2.43 -3.24  0.091
24 H 1.18 -0.62 -3.01  0.088
25 H -1.73 -0.02 -5.60  0.069
26 H -1.93 1.58 -4.67  0.081
27 H -0.61 0.43 -4.56  0.058
28 H -3.44 0.61 -1.99  0.045
29 H -3.72 1.56 -3.43  0.075
30 H -4.55 0.00 -3.25  0.077
31 H -1.79 -3.68 -6.00  0.084
32 H -1.12 -2.02 -5.70  0.053
33 H -0.46 -3.43 -4.97  0.073
34 H -4.43 -3.02 -4.19  0.074
35 H -3.58 -3.99 -3.03  0.065
36 H -3.57 -4.41 -4.79  0.079
37 C 3.42 1.74 5.40  -0.263
38 S 3.41 3.53 5.01  0.842
39 O 3.32 4.25 6.34  -0.565
40 C 1.72 3.59 4.32  -0.265
41 H 2.61 1.39 6.04  0.052
42 H 4.34 1.41 5.87  0.051
43 H 3.33 1.18 4.47  0.021
44 H 1.53 4.66 4.24  0.045
45 H 0.90 3.16 4.88  0.053
46 H 1.78 3.16 3.32  0.031
47 C -2.42 1.17 1.18  -0.171
48 S -3.60 0.59 2.49  0.991
49 O -2.80 0.32 3.76  -0.629
50 C -4.69 2.05 2.68  -0.213
51 H -1.70 0.40 0.92  0.037
52 H -1.90 2.01 1.65  0.069
53 H -3.02 1.56 0.37  0.055
54 H -4.47 2.94 3.27  0.076
55 H -5.56 1.66 3.23  0.055
56 H -5.02 2.31 1.68  0.066
57 C 4.85 1.32 1.44  -0.255
58 S 5.40 -0.35 0.85  0.813
59 O 4.57 -0.73 -0.32  -0.560
60 C 7.00 0.23 0.17  -0.262
61 H 3.94 1.04 1.98  -0.004
62 H 4.51 1.91 0.60  0.057
63 H 5.42 1.93 2.14  0.057
64 H 6.84 1.08 -0.49  0.054
65 H 7.48 -0.54 -0.44  0.050
66 H 7.66 0.54 0.98  0.052

## Properties
Strongest force on any atom in eV/Å: 6.9
LUMO (spin up / spin down) in eV: -6.510 / -6.045
Spin multiplicity: 2
Net charge: +1
HOMO energy (spin up / spin down) in eV: -9.56 / -9.56
⟨S²⟩: 0.8294
Gap between HOMO and LUMO (spin up / spin down) in eV: 3.0 / 3.5



The following is a DFT calculation (ωB97M-V/def2-TZVPD) of 4 unconnected molecules or ions with the total composition C13H37O6PS at a distorted geometry.

Each line ends with the Löwdin charge.
Positions of all 58 atoms, in Å:
1 C -3.29 0.51 -2.54  -0.061
2 C -3.80 -0.33 -3.70  -0.511
3 O -2.78 -0.39 -4.70  -0.065
4 C -4.13 -1.75 -3.30  -0.353
5 P -2.73 -2.63 -2.40  0.787
6 S -1.08 -3.53 -1.15  0.422
7 C -0.80 -5.28 -1.47  -0.176
8 O 0.11 -2.73 -1.42  -0.431
9 O -1.51 -3.44 0.23  -0.431
10 H -2.29 0.18 -2.31  0.068
11 H -3.20 1.54 -2.86  0.079
12 H -3.92 0.43 -1.66  0.082
13 H -4.69 0.14 -4.11  0.132
14 H -2.94 0.27 -5.38  0.100
15 H -4.46 -2.30 -4.17  0.081
16 H -4.96 -1.72 -2.61  0.082
17 H -3.02 -1.98 -1.18  0.024
18 H -3.27 -3.91 -2.62  0.011
19 H -1.73 -2.20 -3.29  0.028
20 H -1.29 -5.62 -2.36  0.043
21 H 0.26 -5.44 -1.50  0.056
22 H -1.19 -5.82 -0.62  0.053
23 C 2.31 -1.17 1.52  -0.063
24 C 3.59 -1.65 0.85  -0.495
25 C 4.10 -0.62 -0.16  -0.059
26 O 3.36 -2.90 0.21  -0.055
27 H 1.52 -1.03 0.78  0.076
28 H 1.96 -1.91 2.24  0.082
29 H 2.47 -0.22 2.04  0.074
30 H 4.36 -1.83 1.60  0.136
31 H 3.36 -0.47 -0.94  0.081
32 H 5.01 -0.98 -0.64  0.077
33 H 4.31 0.34 0.32  0.070
34 H 2.68 -2.76 -0.46  0.069
35 C -0.03 1.31 4.46  -0.059
36 C -1.09 1.61 3.42  -0.497
37 C -2.38 0.87 3.71  -0.062
38 O -0.61 1.29 2.12  -0.067
39 H 0.22 0.25 4.46  0.081
40 H 0.89 1.86 4.24  0.077
41 H -0.36 1.59 5.46  0.078
42 H -1.29 2.69 3.40  0.137
43 H -2.21 -0.21 3.68  0.082
44 H -3.14 1.09 2.95  0.076
45 H -2.78 1.13 4.69  0.078
46 H -0.43 0.35 2.10  0.081
47 C 3.25 4.62 -0.65  -0.066
48 C 2.98 3.82 0.61  -0.500
49 C 1.71 2.99 0.49  -0.063
50 O 2.89 4.69 1.74  -0.056
51 H 2.43 5.31 -0.85  0.079
52 H 4.16 5.20 -0.55  0.077
53 H 3.36 3.96 -1.52  0.078
54 H 3.82 3.16 0.81  0.130
55 H 0.84 3.63 0.33  0.084
56 H 1.53 2.42 1.40  0.055
57 H 1.77 2.29 -0.35  0.080
58 H 2.14 5.29 1.59  0.084

## Properties
Strongest force on any atom in eV/Å: 1.5
LUMO in eV: 0.269
HOMO energy in eV: -8.70
Gap between HOMO and LUMO in eV: 9.0
SMILES: C[C@@H](O)C[PH3]S(C)(=O)=O.CC(C)O.CC(C)O.CC(C)O



The following is a DFT calculation (ωB97M-V/def2-TZVPD) of 7 unconnected molecules or ions with the total composition C13H38ClO12S6 at a distorted geometry.

Each line ends with the Löwdin charge.
Positions of all 70 atoms, in Å:
1 Cl 0.20 0.02 -0.29  0.643
2 O 1.04 -0.69 0.69  -0.380
3 O 1.04 0.08 -1.48  -0.384
4 O -1.09 -0.55 -0.53  -0.366
5 O -0.09 1.38 0.10  -0.371
6 O 0.10 3.82 3.00  -0.284
7 S 1.11 3.95 4.01  0.608
8 O 0.77 4.28 5.36  -0.273
9 O 1.90 2.54 4.07  -0.298
10 C 2.19 1.81 2.86  -0.264
11 C 2.75 0.51 3.33  -0.079
12 C 2.53 4.94 3.37  -0.095
13 H 2.92 2.28 2.19  0.119
14 H 1.25 1.71 2.32  0.088
15 H 3.53 0.60 4.10  0.081
16 H 3.07 -0.22 2.59  0.068
17 H 2.00 0.03 3.98  0.082
18 H 2.49 5.96 3.77  0.061
19 H 2.51 4.92 2.29  0.067
20 H 3.39 4.42 3.77  0.061
21 C -2.66 -3.60 0.33  -0.240
22 S -2.55 -5.36 0.83  0.826
23 O -3.29 -6.13 -0.23  -0.591
24 C -0.78 -5.64 0.51  -0.261
25 H -1.96 -3.39 -0.48  0.028
26 H -2.25 -3.06 1.20  0.034
27 H -3.69 -3.31 0.16  0.060
28 H -0.67 -6.67 0.17  0.045
29 H -0.16 -5.45 1.38  0.046
30 H -0.40 -5.03 -0.31  0.047
31 C 5.80 1.00 0.48  -0.277
32 S 4.84 1.40 -1.01  0.831
33 O 5.83 1.77 -2.09  -0.578
34 C 4.37 -0.36 -1.31  -0.263
35 H 5.19 0.48 1.22  0.035
36 H 6.12 1.94 0.92  0.040
37 H 6.61 0.30 0.27  0.053
38 H 5.29 -0.96 -1.32  0.047
39 H 3.84 -0.55 -2.23  0.047
40 H 3.84 -0.89 -0.52  0.047
41 C -1.31 1.18 4.48  -0.264
42 S -2.03 -0.46 4.28  0.811
43 O -3.34 -0.41 5.00  -0.581
44 C -2.45 -0.32 2.53  -0.255
45 H -0.44 1.24 3.81  0.027
46 H -0.93 1.37 5.48  0.058
47 H -2.01 1.91 4.08  0.063
48 H -2.64 0.68 2.15  0.067
49 H -3.28 -1.00 2.35  0.047
50 H -1.60 -0.76 2.00  0.017
51 C -2.04 -1.62 -3.25  -0.291
52 S -2.85 -1.93 -4.84  0.829
53 O -2.25 -1.09 -5.96  -0.605
54 C -2.24 -3.64 -5.17  -0.248
55 H -1.07 -1.14 -3.31  0.060
56 H -1.98 -2.55 -2.69  0.028
57 H -2.64 -0.91 -2.67  0.014
58 H -1.35 -3.62 -5.80  0.053
59 H -3.02 -4.33 -5.45  0.037
60 H -1.74 -3.96 -4.25  0.031
61 C -1.53 2.01 -3.12  -0.236
62 S -3.06 1.43 -3.88  0.789
63 O -4.17 1.60 -2.89  -0.553
64 C -3.30 2.68 -5.19  -0.252
65 H -1.47 1.84 -2.04  0.039
66 H -1.50 3.10 -3.17  0.052
67 H -0.67 1.57 -3.62  0.057
68 H -2.42 2.89 -5.80  0.053
69 H -3.51 3.63 -4.69  0.049
70 H -4.11 2.36 -5.84  0.044

## Properties
Strongest force on any atom in eV/Å: 2.8
LUMO in eV: 1.988
Net charge: -1
HOMO energy in eV: -6.31
Gap between HOMO and LUMO in eV: 8.3



The following is a DFT calculation (ωB97M-V/def2-TZVPD) of 13 unconnected molecules or ions with the total composition C13H39N13O26 at a distorted geometry.

Each line ends with the Löwdin charge.
Positions of all 91 atoms, in Å:
1 C 1.44 -6.72 2.95  0.042
2 N 2.10 -7.93 3.60  -0.390
3 O 1.62 -8.25 4.75  0.017
4 O 3.13 -8.35 3.10  0.057
5 H 1.99 -6.51 2.03  0.082
6 H 1.41 -5.85 3.60  0.100
7 H 0.46 -7.01 2.58  0.093
8 C -6.10 5.17 -0.30  0.037
9 N -5.44 3.85 -0.62  -0.437
10 O -6.11 2.87 -0.69  0.083
11 O -4.30 3.95 -1.08  0.034
12 H -6.81 5.60 -1.01  0.099
13 H -5.33 5.93 -0.23  0.089
14 H -6.57 5.06 0.68  0.094
15 C -8.21 -2.01 -2.30  0.023
16 N -7.12 -1.96 -1.34  -0.427
17 O -5.96 -1.85 -1.84  0.024
18 O -7.32 -2.23 -0.16  0.066
19 H -9.12 -1.74 -1.77  0.100
20 H -8.20 -3.01 -2.73  0.113
21 H -8.05 -1.18 -3.00  0.101
22 C 5.69 -5.44 -0.19  0.035
23 N 5.22 -4.10 0.05  -0.464
24 O 4.08 -3.83 -0.24  0.060
25 O 5.96 -3.21 0.49  0.048
26 H 6.76 -5.24 -0.27  0.102
27 H 5.31 -5.89 -1.11  0.108
28 H 5.48 -6.00 0.72  0.111
29 C 2.96 5.48 4.77  0.038
30 N 1.75 5.40 5.65  -0.460
31 O 0.96 4.50 5.49  0.066
32 O 1.72 6.16 6.58  0.068
33 H 3.91 5.37 5.30  0.098
34 H 2.85 6.44 4.27  0.098
35 H 3.00 4.71 4.00  0.090
36 C -4.13 1.57 3.66  0.027
37 N -5.39 2.15 4.25  -0.409
38 O -5.28 2.80 5.33  0.030
39 O -6.43 1.80 3.75  0.071
40 H -3.40 1.10 4.32  0.098
41 H -3.48 2.27 3.14  0.093
42 H -4.37 0.82 2.91  0.090
43 C 4.42 0.15 4.90  0.027
44 N 5.88 0.07 5.15  -0.462
45 O 6.56 0.62 4.28  0.044
46 O 6.27 -0.49 6.11  0.096
47 H 4.10 0.27 3.86  0.098
48 H 4.04 1.00 5.46  0.100
49 H 3.92 -0.74 5.27  0.096
50 C -5.31 -4.58 4.24  0.050
51 N -4.46 -3.64 5.04  -0.455
52 O -3.24 -3.73 4.94  0.046
53 O -5.00 -2.76 5.67  0.065
54 H -4.94 -4.34 3.24  0.103
55 H -6.31 -4.26 4.53  0.094
56 H -5.24 -5.65 4.46  0.097
57 C 3.71 -1.64 -6.56  0.040
58 N 3.75 -2.59 -7.73  -0.417
59 O 2.78 -2.73 -8.49  0.059
60 O 4.91 -3.00 -7.92  0.031
61 H 2.79 -1.06 -6.49  0.091
62 H 4.65 -1.09 -6.59  0.101
63 H 3.58 -2.32 -5.72  0.095
64 C -0.07 -0.28 -0.88  0.048
65 N 0.04 -0.09 0.63  -0.464
66 O -0.12 -0.99 1.41  0.070
67 O 0.23 1.04 0.93  0.072
68 H 0.88 -0.17 -1.40  0.096
69 H -0.99 0.12 -1.33  0.099
70 H -0.17 -1.35 -1.03  0.079
71 C -5.01 1.42 -6.93  0.045
72 N -3.76 1.98 -6.29  -0.455
73 O -3.80 3.16 -5.96  0.045
74 O -2.77 1.32 -6.29  0.077
75 H -5.92 1.71 -6.40  0.092
76 H -4.98 0.34 -6.85  0.093
77 H -5.03 1.83 -7.94  0.103
78 C 0.87 4.64 -3.85  0.074
79 N 2.27 5.28 -3.41  -0.429
80 O 2.73 6.13 -4.14  0.050
81 O 2.75 4.98 -2.34  0.054
82 H 0.64 3.65 -3.44  0.081
83 H 0.86 4.62 -4.94  0.082
84 H 0.15 5.37 -3.49  0.087
85 C 8.21 1.95 -1.46  0.043
86 N 6.99 1.73 -2.27  -0.448
87 O 6.90 2.41 -3.31  0.032
88 O 6.11 0.97 -1.97  0.071
89 H 8.71 1.04 -1.12  0.100
90 H 7.83 2.52 -0.61  0.105
91 H 8.91 2.54 -2.06  0.097

## Properties
Strongest force on any atom in eV/Å: 4.1
LUMO in eV: -0.433
HOMO energy in eV: -10.87
Gap between HOMO and LUMO in eV: 10.4